# C15H28FIN3O4P

A 2-piece molecular cluster, C15H28FIN3O4P overall in a non-equilibrium geometry (wB97M-V/def2-TZVPD, OMol25).

Output
ΔE to the lowest compared entry with this formula, charge and spin, eV: 5.451
LUMO, eV: -1.87

Last columns: bonded neighbours and bond lengths (Å).
Cartesian coordinates (Å):
1 C 1.14322 5.95167 -0.30622  C2 1.604, H15 1.157, H16 1.150, H17 1.141
2 C 0.29689 5.90600 -1.66749  C1 1.604, I3 2.189, C4 1.611, H18 1.157
3 I -1.71775 5.18047 -1.21137  C2 2.189
4 C 0.95409 5.03005 -2.84914  C2 1.611, C5 1.594, H19 1.157, H20 1.155
5 C 2.04287 3.98197 -2.34139  C4 1.594, C6 1.539, N13 1.451
6 C 1.66208 2.49452 -2.22937  C5 1.539, N7 1.485, H21 1.134
7 N 2.93642 1.95728 -1.68818  C6 1.485, P8 1.759, C12 1.458
8 P 3.10231 0.25159 -1.29047  N7 1.759, O9 1.547, O10 1.698, O11 1.727
9 O 2.46862 0.06291 0.10761  P8 1.547
10 O 4.71967 -0.25113 -1.17269  P8 1.698, H22 0.987
11 O 2.15932 -0.72644 -2.35631  P8 1.727, H23 0.996
12 C 3.94575 2.99438 -1.51237  N7 1.458, N13 1.468, H24 1.133
13 N 3.39706 4.29318 -1.92250  C5 1.451, C12 1.468, F14 1.341
14 F 4.02827 5.47541 -1.87872  N13 1.341
15 H 0.47071 6.47521 0.47650  C1 1.157
16 H 2.13225 6.52613 -0.42937  C1 1.150
17 H 1.40287 4.93142 0.13487  C1 1.141
18 H 0.24282 6.99187 -2.06269  C2 1.157
19 H 0.10152 4.40262 -3.31596  C4 1.157
20 H 1.36429 5.66382 -3.72329  C4 1.155
21 H 0.68992 1.97043 -2.48537  C6 1.134
22 H 5.20019 -0.14430 -2.02859  O10 0.987
23 H 1.23130 -0.39049 -2.22006  O11 0.996
24 H 5.00191 2.93680 -1.10548  C12 1.133
25 C -1.28589 -1.47891 3.25487  C26 1.543, H36 1.093, H37 1.096, H38 1.093
26 C -0.73715 -2.20066 2.00690  C25 1.543, C27 1.545, N31 1.474, C35 1.542
27 C -0.63955 -3.71718 2.28660  C26 1.545, C28 1.526, H39 1.095, H40 1.097
28 C -1.97497 -4.45123 2.37028  C27 1.526, C29 1.527, H41 1.096, H42 1.095
29 C -3.08174 -3.80135 1.54289  C28 1.527, C30 1.545, H43 1.096, H44 1.096
30 C -2.58623 -2.91316 0.37929  C29 1.545, N31 1.468, C33 1.544, C34 1.540
31 N -1.69585 -1.88568 0.93192  C26 1.474, C30 1.468, O32 1.360
32 O -1.21897 -1.02813 -0.00981  N31 1.360
33 C -3.83956 -2.22494 -0.20404  C30 1.544, H45 1.094, H46 1.095, H47 1.094
34 C -1.96784 -3.79519 -0.72181  C30 1.540, H48 1.096, H49 1.093, H50 1.093
35 C 0.71108 -1.71501 1.79432  C26 1.542, H51 1.096, H52 1.091, H53 1.094
36 H -1.32934 -0.39820 3.09647  C25 1.093
37 H -0.65021 -1.65686 4.12986  C25 1.096
38 H -2.29480 -1.81239 3.51111  C25 1.093
39 H -0.03855 -4.19043 1.50259  C27 1.095
40 H -0.08357 -3.89450 3.21572  C27 1.097
41 H -1.82732 -5.48672 2.04456  C28 1.096
42 H -2.30113 -4.51186 3.41365  C28 1.095
43 H -3.75453 -4.58191 1.17086  C29 1.096
44 H -3.69513 -3.19305 2.21771  C29 1.096
45 H -4.29131 -1.54731 0.52712  C33 1.094
46 H -4.59897 -2.96471 -0.47971  C33 1.095
47 H -3.60983 -1.64640 -1.10333  C33 1.094
48 H -2.70052 -4.52636 -1.08177  C34 1.096
49 H -1.09560 -4.35762 -0.37994  C34 1.093
50 H -1.65849 -3.20395 -1.58772  C34 1.093
51 H 1.33142 -1.94763 2.66704  C35 1.096
52 H 0.76548 -0.63422 1.65314  C35 1.091
53 H 1.17247 -2.19977 0.92932  C35 1.094

Need the natural (NBO) charges? In units of e they are:
1. C -0.67
2. C -0.32
3. I 0.11
4. C -0.49
5. C 0.15
6. C -0.08
7. N -0.69
8. P 2.32
9. O -1.04
10. O -0.92
11. O -0.94
12. C 0.05
13. N 0.05
14. F -0.13
15. H 0.24
16. H 0.22
17. H 0.23
18. H 0.23
19. H 0.26
20. H 0.25
21. H 0.29
22. H 0.50
23. H 0.51
24. H 0.26
25. C -0.60
26. C 0.10
27. C -0.41
28. C -0.41
29. C -0.40
30. C 0.10
31. N -0.09
32. O -0.61
33. C -0.60
34. C -0.63
35. C -0.60
36. H 0.22
37. H 0.19
38. H 0.20
39. H 0.20
40. H 0.21
41. H 0.20
42. H 0.20
43. H 0.21
44. H 0.20
45. H 0.21
46. H 0.19
47. H 0.22
48. H 0.20
49. H 0.20
50. H 0.22
51. H 0.20
52. H 0.24
53. H 0.21